[1]
Formula: C53H63Br2ClN5O2PbSSi2Te
Source: the Open Molecules 2025 dataset
Level of theory: ωB97M-V/def2-TZVPD

Output
max |F| = 1.33 eV/A
HOMO-LUMO gap (alpha / beta) = 4.201 / 5.956 eV
HOMO level (alpha / beta) = -0.538 / -2.297 eV
expectation value of S² = 0.776
total energy = -9527.9797 Ha
spin multiplicity = 2
total charge = -2
lowest unoccupied orbital energy (alpha / beta) = 3.66 / 3.66 eV
M = 1420.4 g/mol

Last column: Löwdin spin population.
Cartesian coordinates (Å):
Pb  0.832  -0.015  -1.166  -0.001
C  -2.871  -3.830  5.855  0.000
C  -3.033  -4.355  4.418  0.000
C  -4.504  -4.730  4.188  0.000
C  -2.192  -5.624  4.278  0.000
C  -2.603  -3.273  3.428  0.000
C  -1.509  -3.400  2.581  0.000
C  -1.163  -2.368  1.732  0.000
Br  0.393  -2.643  0.654  0.002
C  -1.850  -1.135  1.593  0.000
O  -1.502  -0.277  0.716  0.000
C  -2.956  -1.002  2.517  0.000
C  -3.280  -2.055  3.365  0.000
C  -3.820  0.271  2.672  0.000
C  -3.441  1.409  1.722  0.000
C  -5.299  -0.059  2.411  0.000
C  -3.663  0.813  4.105  0.000
H  -3.176  -4.590  6.585  0.000
H  -3.478  -2.936  6.016  0.000
H  -1.827  -3.565  6.042  0.000
H  -4.830  -5.482  4.918  0.000
H  -4.638  -5.141  3.183  0.000
H  -5.155  -3.859  4.285  0.000
H  -2.553  -6.385  4.977  0.000
H  -1.141  -5.427  4.504  0.000
H  -2.258  -6.031  3.266  0.000
H  -0.903  -4.299  2.563  0.000
H  -4.126  -1.917  4.034  0.000
H  -3.561  1.109  0.682  0.000
H  -2.401  1.703  1.851  0.000
H  -4.084  2.278  1.919  0.000
H  -5.416  -0.457  1.399  0.000
H  -5.907  0.848  2.500  0.000
H  -5.689  -0.801  3.113  0.000
H  -2.610  1.027  4.304  0.000
H  -4.008  0.097  4.855  0.000
H  -4.235  1.740  4.226  0.000
O  0.053  0.766  -3.775  0.001
N  1.082  0.525  -4.537  0.001
C  0.889  -0.155  -5.692  0.004
C  1.910  -0.430  -6.566  0.002
C  3.195  0.002  -6.252  0.001
C  3.397  0.663  -5.060  0.003
C  2.350  0.922  -4.162  0.001
S  2.608  1.689  -2.637  0.000
H  -0.134  -0.459  -5.857  0.002
H  1.698  -0.984  -7.469  0.000
H  4.026  -0.200  -6.917  0.000
H  4.382  0.984  -4.756  0.000
Br  7.288  -4.258  -4.036  0.010
C  5.492  -3.647  -3.781  0.052
C  5.265  -2.372  -3.276  0.002
C  3.970  -1.938  -3.078  0.033
C  2.851  -2.747  -3.387  0.028
C  3.132  -4.043  -3.887  0.046
C  4.434  -4.487  -4.081  -0.002
N  1.597  -2.263  -3.127  0.174
C  0.537  -2.793  -3.737  0.219
C  -0.819  -2.569  -3.379  0.068
C  -1.847  -3.221  -4.121  0.068
C  -3.161  -3.077  -3.755  0.021
C  -3.482  -2.286  -2.642  0.118
C  -2.434  -1.668  -1.972  -0.001
N  -1.155  -1.779  -2.311  0.118
H  6.101  -1.726  -3.037  -0.001
H  3.788  -0.949  -2.669  0.001
H  2.317  -4.732  -4.074  0.006
H  4.624  -5.485  -4.455  -0.001
H  0.671  -3.447  -4.603  0.013
H  -1.567  -3.846  -4.963  0.002
H  -3.941  -3.580  -4.315  -0.001
H  -4.505  -2.159  -2.312  0.009
H  -2.627  -1.043  -1.099  -0.002
Cl  5.398  -5.500  -0.742  0.000
C  5.120  -3.820  -0.389  0.000
C  6.186  -2.976  -0.150  0.000
C  5.916  -1.639  0.098  0.000
C  4.595  -1.210  0.092  0.000
N  3.574  -2.036  -0.126  0.001
C  3.827  -3.321  -0.361  0.001
H  7.200  -3.355  -0.172  0.000
H  6.724  -0.940  0.278  0.000
H  4.326  -0.171  0.253  0.000
H  2.972  -3.964  -0.544  0.000
C  -3.279  4.485  -4.452  0.000
Si  -2.949  3.362  -2.966  0.000
C  -4.094  3.969  -1.596  0.000
C  -3.395  1.610  -3.431  0.000
C  -1.158  3.527  -2.478  0.000
Te  -0.731  2.546  -0.606  0.000
C  0.950  3.865  -0.297  0.000
Si  0.546  5.301  0.812  0.000
C  2.036  6.453  0.916  0.000
C  0.174  4.649  2.531  0.000
C  -0.917  6.296  0.171  0.000
H  -4.328  4.427  -4.766  0.000
H  -2.655  4.198  -5.306  0.000
H  -3.056  5.530  -4.210  0.000
H  -5.142  3.749  -1.827  0.000
H  -3.999  5.053  -1.459  0.000
H  -3.847  3.491  -0.642  0.000
H  -4.444  1.527  -3.733  0.000
H  -3.223  0.922  -2.595  0.000
H  -2.762  1.262  -4.255  0.000
H  -0.851  4.571  -2.383  0.000
H  -0.523  3.016  -3.210  0.000
H  1.310  4.137  -1.291  0.000
H  1.721  3.245  0.168  0.000
H  2.928  5.887  1.205  0.000
H  1.884  7.245  1.658  0.000
H  2.240  6.927  -0.050  0.000
H  1.102  4.339  3.023  0.000
H  -0.471  3.766  2.460  0.000
H  -0.322  5.385  3.172  0.000
H  -0.654  6.837  -0.745  0.000
H  -1.257  7.030  0.909  0.000
H  -1.755  5.628  -0.058  0.000
N  4.880  2.807  8.049  0.000
C  4.446  2.531  7.019  0.000
C  3.911  2.190  5.729  0.000
C  2.541  1.978  5.562  0.000
C  2.034  1.642  4.322  0.000
C  2.876  1.514  3.207  0.000
C  4.251  1.735  3.389  0.000
C  4.761  2.062  4.629  0.000
C  2.350  1.161  1.931  0.000
C  1.917  0.832  0.834  0.000
H  1.883  2.078  6.416  0.000
H  0.974  1.463  4.191  0.000
H  4.911  1.640  2.537  0.000
H  5.823  2.221  4.764  0.000



[2]
Formula: C53H65N6O18P
Source: the Open Molecules 2025 dataset
Level of theory: ωB97M-V/def2-TZVPD

Output
max |F| = 3.19 eV/A
HOMO-LUMO gap = 8.626 eV
HOMO level = -9.663 eV
total energy = -4082.2184 Ha
SMILES = CCCCCCCCCCCCCCCOC(=O)OCP(=O)(O)O.O=[N+]([O-])c1ccccc1.O=[N+]([O-])c1ccccc1.O=[N+]([O-])c1ccccc1.O=[N+]([O-])c1ccccc1.O=[N+]([O-])c1ccccc1.O=[N+]([O-])c1ccccc1
lowest unoccupied orbital energy = -1.04 eV
M = 1105.1 g/mol

Last column: Löwdin charge in e.
Cartesian coordinates (Å):
C  -4.951  2.404  1.734  -0.104
C  -5.857  1.172  1.244  -0.241
C  -5.138  -0.222  1.501  -0.211
C  -5.270  -1.259  0.321  -0.216
C  -4.520  -0.848  -1.003  -0.210
C  -2.941  -0.769  -0.876  -0.203
C  -2.249  -1.605  -2.040  -0.211
C  -0.660  -1.502  -2.020  -0.204
C  0.053  -2.935  -2.190  -0.195
C  1.289  -2.936  -1.188  -0.224
C  2.115  -4.291  -1.179  -0.199
C  3.454  -4.228  -2.060  -0.196
C  4.747  -4.555  -1.196  -0.203
C  6.049  -3.832  -1.702  -0.154
C  7.308  -4.188  -0.773  -0.134
O  6.934  -4.995  0.383  -0.048
C  7.649  -6.174  0.457  -0.496
O  7.572  -7.002  -0.441  0.135
O  8.475  -6.483  1.544  -0.026
C  7.837  -6.204  2.811  -0.177
P  8.618  -4.640  3.522  0.631
O  8.131  -3.370  2.883  -0.308
O  10.292  -4.798  3.295  -0.155
O  8.229  -4.651  5.160  -0.176
H  -4.138  2.054  2.441  0.075
H  -5.570  3.169  2.281  0.062
H  -4.465  2.879  0.839  0.050
H  -6.210  1.299  0.193  0.059
H  -6.772  1.212  1.909  0.091
H  -4.081  -0.007  1.822  0.093
H  -5.644  -0.692  2.403  0.108
H  -4.936  -2.268  0.706  0.110
H  -6.372  -1.356  0.066  0.103
H  -4.780  -1.619  -1.796  0.107
H  -4.896  0.152  -1.352  0.097
H  -2.650  0.309  -1.084  0.112
H  -2.536  -1.009  0.144  0.110
H  -2.600  -2.673  -2.078  0.101
H  -2.599  -1.120  -3.006  0.111
H  -0.296  -0.869  -2.877  0.102
H  -0.318  -1.090  -1.034  0.087
H  0.475  -3.050  -3.234  0.114
H  -0.631  -3.777  -1.898  0.101
H  0.942  -2.664  -0.150  0.110
H  1.973  -2.105  -1.532  0.099
H  2.407  -4.489  -0.103  0.099
H  1.459  -5.119  -1.583  0.104
H  3.321  -4.947  -2.924  0.109
H  3.519  -3.180  -2.489  0.102
H  4.533  -4.281  -0.122  0.112
H  4.914  -5.671  -1.266  0.122
H  5.963  -2.706  -1.735  0.114
H  6.323  -4.151  -2.750  0.117
H  8.130  -4.702  -1.338  0.131
H  7.739  -3.225  -0.365  0.130
H  8.079  -7.045  3.528  0.119
H  6.725  -6.071  2.739  0.132
H  10.712  -5.169  4.104  0.036
H  8.640  -3.876  5.603  0.083
O  -5.287  5.960  2.156  0.075
N  -5.196  5.731  0.960  -0.333
O  -4.401  4.951  0.463  0.049
C  -6.103  6.448  0.057  -0.138
C  -6.999  7.373  0.581  -0.003
C  -7.840  8.066  -0.280  -0.066
C  -7.784  7.829  -1.649  -0.068
C  -6.892  6.895  -2.164  -0.053
C  -6.046  6.199  -1.309  0.009
H  -7.049  7.564  1.645  0.119
H  -8.538  8.795  0.116  0.107
H  -8.438  8.377  -2.318  0.083
H  -6.852  6.711  -3.233  0.083
H  -5.352  5.476  -1.718  0.121
O  -5.968  8.129  -7.124  0.085
N  -6.804  8.134  -6.236  -0.336
O  -6.987  7.213  -5.453  0.057
C  -7.649  9.326  -6.103  -0.139
C  -7.493  10.378  -6.998  0.001
C  -8.312  11.494  -6.883  -0.063
C  -9.272  11.553  -5.879  -0.069
C  -9.415  10.500  -4.983  -0.062
C  -8.602  9.379  -5.093  -0.005
H  -6.748  10.341  -7.782  0.121
H  -8.203  12.318  -7.578  0.110
H  -9.913  12.424  -5.795  0.109
H  -10.163  10.551  -4.200  0.110
H  -8.722  8.562  -4.394  0.097
O  2.771  0.768  -2.315  0.066
N  1.705  1.359  -2.239  -0.341
O  0.891  1.208  -1.345  0.067
C  1.376  2.314  -3.303  -0.145
C  2.259  2.489  -4.363  -0.004
C  1.932  3.377  -5.379  -0.069
C  0.735  4.083  -5.329  -0.074
C  -0.138  3.909  -4.261  -0.065
C  0.181  3.021  -3.241  0.001
H  3.193  1.944  -4.410  0.118
H  2.610  3.518  -6.213  0.107
H  0.480  4.772  -6.128  0.107
H  -1.068  4.463  -4.224  0.109
H  -0.506  2.889  -2.414  0.120
O  -8.450  0.965  0.182  0.062
N  -8.433  0.787  -1.026  -0.322
O  -7.532  1.149  -1.768  0.069
C  -9.576  0.095  -1.631  -0.140
C  -10.639  -0.301  -0.827  -0.001
C  -11.730  -0.936  -1.407  -0.067
C  -11.750  -1.174  -2.777  -0.074
C  -10.677  -0.783  -3.572  -0.067
C  -9.584  -0.145  -3.000  -0.001
H  -10.632  -0.120  0.241  0.120
H  -12.567  -1.243  -0.791  0.108
H  -12.605  -1.665  -3.228  0.107
H  -10.696  -0.973  -4.638  0.108
H  -8.755  0.158  -3.627  0.120
O  4.798  1.695  8.115  0.068
N  4.941  1.818  6.908  -0.350
O  4.607  2.802  6.269  0.072
C  5.552  0.703  6.176  -0.150
C  5.913  -0.450  6.864  -0.006
C  6.470  -1.512  6.163  -0.067
C  6.668  -1.415  4.789  -0.064
C  6.313  -0.253  4.112  -0.051
C  5.752  0.813  4.805  -0.001
H  5.763  -0.535  7.933  0.117
H  6.749  -2.419  6.689  0.098
H  7.100  -2.249  4.241  0.056
H  6.471  -0.180  3.042  0.113
H  5.477  1.712  4.268  0.119
O  13.178  -5.844  7.868  0.094
N  12.561  -6.137  6.861  -0.338
O  12.201  -5.331  6.013  0.059
C  12.223  -7.551  6.654  -0.140
C  12.584  -8.485  7.618  0.002
C  12.243  -9.819  7.433  -0.061
C  11.552  -10.209  6.292  -0.066
C  11.204  -9.270  5.327  -0.061
C  11.538  -7.934  5.506  0.000
H  13.122  -8.190  8.510  0.121
H  12.513  -10.554  8.181  0.111
H  11.283  -11.251  6.153  0.110
H  10.668  -9.579  4.437  0.111
H  11.260  -7.211  4.750  0.100